Entry i
{"formula": "C2H4NO2S", "method": "the ωB97M-V functional and the def2-TZVPD basis", "homo_ev": -3.37, "charge": -1, "species": ["C", "C", "N", "O", "O", "S", "H", "H", "H", "H"], "coordinates": [[1.860, 0.021, 0.212], [-0.331, -0.140, -0.589], [1.026, 0.028, -0.764], [4.014, -1.186, 0.315], [3.940, 1.405, 0.364], [3.580, 0.104, -0.340], [1.528, -0.198, 1.338], [-0.629, -0.818, -1.382], [-0.847, 0.812, -0.803], [-0.596, -0.633, 0.545]]}


Entry ii
{"formula": "C2H4NO2S", "method": "the ωB97M-V functional and the def2-TZVPD basis", "homo_ev": -3.59, "charge": -1, "species": ["C", "C", "N", "O", "O", "S", "H", "H", "H", "H"], "coordinates": [[-0.175, -0.227, -0.078], [-0.363, 0.455, 1.509], [-1.127, -0.952, -0.511], [0.442, 1.144, -2.001], [1.637, -1.063, -1.736], [1.292, 0.294, -1.119], [0.407, -0.075, 2.142], [-0.050, 1.506, 1.295], [-1.452, 0.351, 1.786], [-0.610, -1.433, -1.287]]}


The structure with the most favorable energy is entry ii; the runner-up is 36.4 kJ/mol above it.


Entry i
{"formula": "C2H4NO2", "method": "the ωB97M-V functional and the def2-TZVPD basis", "homo_ev": [-10.09, -9.33], "multiplicity": 2, "s2": 0.76, "species": ["O", "C", "O", "C", "N", "H", "H", "H", "H"], "coordinates": [[-2.262, -0.306, 0.069], [-1.269, 0.468, 0.115], [-1.309, 1.680, 0.512], [0.061, -0.141, -0.286], [1.789, -0.498, -0.019], [0.496, -0.925, 0.350], [-0.210, -0.636, -1.241], [1.840, -0.225, 0.921], [0.865, 0.583, -0.421]]}


Entry ii
{"formula": "C2H4NO2", "method": "the ωB97M-V functional and the def2-TZVPD basis", "homo_ev": [-9.60, -9.60], "multiplicity": 2, "s2": 0.78, "species": ["O", "C", "N", "C", "O", "H", "H", "H", "H"], "coordinates": [[-1.297, 0.561, 0.554], [-1.384, -0.573, 0.068], [-0.396, -1.239, -0.515], [1.517, 1.079, 0.209], [2.483, 1.773, 0.370], [-2.406, -0.985, 0.114], [-0.646, -2.001, -1.137], [1.439, 0.170, 0.823], [0.689, 1.216, -0.485]]}


The structure with the most favorable energy is entry ii; the runner-up is 448.0 kJ/mol above it.


Entry i
{"formula": "BrH2O2PS", "method": "the ωB97M-V functional and the def2-TZVPD basis", "homo_ev": -9.82, "smiles": "OP(O)(=S)Br", "species": ["O", "O", "P", "S", "Br", "H", "H"], "coordinates": [[-0.791, -0.620, 0.870], [1.454, 0.259, 0.357], [0.100, -0.115, -0.360], [0.174, -1.259, -1.912], [-0.755, 2.176, -0.740], [-1.528, -1.166, 0.591], [1.346, 0.726, 1.193]]}


Entry ii
{"formula": "BrH2O2PS", "method": "the ωB97M-V functional and the def2-TZVPD basis", "homo_ev": -10.34, "smiles": "O=P(=S)Br.O", "species": ["O", "O", "P", "S", "Br", "H", "H"], "coordinates": [[-1.880, -0.105, 1.843], [2.430, 0.099, -0.047], [-1.962, -0.146, 0.385], [-1.239, -1.469, -0.850], [-2.432, 1.858, -0.524], [3.182, -0.572, 0.006], [1.901, 0.336, -0.813]]}


The structure with the most favorable energy is entry i; the runner-up is 188.0 kJ/mol above it.